[1]
Below is a cluster of 2 separate species, C2H4BrOP in total in a non-equilibrium geometry, with properties calculated with ωB97M-V with the def2-TZVPD basis set.

Output
Energy relative to the best compared isomer or geometry (same formula, charge and spin) (kcal/mol): 44.4
LUMO (spin up / spin down) (eV): -0.23 / -0.23
HOMO (spin up / spin down) (eV): -8.162 / -8.158
Max |F| (hartree/bohr): 0.0809
HOMO-LUMO gap (spin up / spin down) (Eh): 0.29152 / 0.29147

```
! wB97M-V def2-TZVPD RIJCOSX def2/J DEFGRID3
* xyz 0 1
C 0.011 1.909 0.015
C -0.544 -1.158 0.126
O -0.673 1.665 -0.926
P 0.754 -0.367 1.102
Br 2.307 -0.781 -0.391
H 0.409 2.869 0.221
H -1.485 -1.251 0.574
H -0.127 -2.179 0.094
H -0.652 -0.706 -0.814
*
```


[2]
Below is a structure of composition C23H26NO3Tb in a non-equilibrium geometry, with properties calculated with ωB97M-V with the def2-TZVPD basis set.

Output
LUMO (spin up / spin down) (eV): -0.50 / 0.31
HOMO (spin up / spin down) (eV): -8.144 / -8.081
Max |F| (hartree/bohr): 0.0468
HOMO-LUMO gap (spin up / spin down) (Eh): 0.28085 / 0.30827
Expectation value of S²: 12.0452

```
! wB97M-V def2-TZVPD RIJCOSX def2/J DEFGRID3
* xyz 0 7
C -1.347 -1.974 -0.247
C -0.435 -1.907 -1.336
C 0.880 -2.103 -0.831
H -0.692 -1.841 -2.382
C 0.778 -2.345 0.579
C -0.605 -2.271 0.935
H 1.611 -2.519 1.255
C -1.283 2.051 -0.573
C -1.296 1.137 -1.663
C 0.029 1.052 -2.183
H -2.190 0.678 -2.098
C 0.887 1.885 -1.413
C 0.062 2.535 -0.433
H 1.776 -2.188 -1.436
H -1.027 -2.415 1.926
H -2.427 -1.917 -0.322
H 0.447 3.157 0.370
H 0.342 0.489 -3.052
H -2.157 2.345 0.020
Tb 0.092 0.115 0.340
C 2.389 2.001 -1.519
C 2.730 3.467 -1.287
C 2.860 1.520 -2.897
H 2.167 4.071 -1.998
H 3.792 3.621 -1.421
H 2.460 3.765 -0.277
H 2.362 2.101 -3.676
H 2.656 0.459 -3.074
H 3.935 1.667 -2.984
C 3.035 1.083 -0.434
C 4.573 1.177 -0.315
H 2.811 0.028 -0.691
H 2.649 1.301 0.592
O 5.241 2.104 -0.733
N 5.193 0.119 0.310
C 4.589 -1.118 0.792
H 6.195 0.225 0.441
C 4.494 -2.177 -0.286
C 4.014 -3.437 0.069
H 3.735 -3.600 1.110
C 3.899 -4.448 -0.881
H 3.517 -5.425 -0.583
C 4.282 -4.202 -2.206
H 4.209 -4.995 -2.951
C 4.769 -2.941 -2.570
H 5.079 -2.729 -3.596
C 4.879 -1.930 -1.607
H 5.282 -0.952 -1.881
H 3.594 -0.893 1.212
H 5.183 -1.485 1.643
O -2.427 0.342 1.762
C -1.617 0.677 2.670
O -0.325 0.703 2.443
H -1.917 0.973 3.695
*
```


[3]
Below is the molecule CH5N3OS in a non-equilibrium geometry, with properties calculated with ωB97M-V with the def2-TZVPD basis set.

Output
Energy relative to the best compared isomer or geometry (same formula, charge and spin) (kcal/mol): 71.3
LUMO (eV): 0.28
HOMO (eV): -9.370
Max |F| (hartree/bohr): 0.1571
SMILES: [H]/N=C(\NO)NS
HOMO-LUMO gap (Eh): 0.35468

```
! wB97M-V def2-TZVPD RIJCOSX def2/J DEFGRID3
* xyz 0 1
H 1.188 -1.093 1.656
N 1.075 -1.312 0.697
C 0.350 -0.447 0.147
N 0.210 0.845 0.480
O 0.462 0.885 1.804
N -0.468 -0.847 -1.002
S -0.578 -0.004 -2.535
H -0.789 1.155 0.319
H 0.722 2.019 1.797
H -0.274 -1.874 -1.139
H -1.898 0.674 -2.223
*
```


[4]
Below is a structure of composition C24H24F5N8O2S3SeV in a non-equilibrium geometry, with properties calculated with ωB97M-V with the def2-TZVPD basis set.

Output
Energy relative to the best compared isomer or geometry (same formula, charge and spin) (kcal/mol): 46.1
LUMO (spin up / spin down) (eV): -3.53 / -2.89
HOMO (spin up / spin down) (eV): -10.242 / -10.416
Max |F| (hartree/bohr): 0.0515
HOMO-LUMO gap (spin up / spin down) (Eh): 0.24682 / 0.27640
Expectation value of S²: 0.7849

```
! wB97M-V def2-TZVPD RIJCOSX def2/J DEFGRID3
* xyz 1 2
V 0.457 0.629 0.672
N 1.856 1.011 1.652
N 1.190 1.129 -0.925
C 0.403 0.576 -1.851
O 0.702 0.051 -2.886
O -0.917 0.728 -1.435
H 2.533 0.303 1.935
H 2.137 1.927 2.007
H 2.161 1.165 -1.229
N -0.689 -4.047 0.121
C 0.351 -3.222 0.288
S 0.433 -1.899 -0.752
N 1.225 -3.507 1.262
C 2.473 -2.947 1.578
C 3.034 -3.336 2.796
C 4.291 -2.899 3.168
C 5.006 -2.061 2.326
C 4.459 -1.675 1.113
C 3.200 -2.111 0.732
H -1.333 -3.830 -0.622
H -0.812 -4.895 0.646
H 0.920 -4.199 1.942
H 2.480 -4.000 3.439
H 4.724 -3.228 4.101
H 5.993 -1.736 2.611
H 5.029 -1.050 0.440
H 2.814 -1.837 -0.238
C -0.247 1.794 -6.405
C -1.160 0.819 -5.749
C -1.825 -0.166 -6.480
C -2.617 -1.060 -5.779
N -2.675 -1.038 -4.456
C -1.985 -0.080 -3.867
S -2.093 -0.262 -2.123
N -1.291 0.888 -4.423
H -0.470 1.887 -7.465
H 0.772 1.421 -6.298
H -0.301 2.766 -5.924
H -1.728 -0.221 -7.550
H -3.206 -1.828 -6.260
F 0.605 -0.508 7.864
C 0.421 -0.592 6.552
C 0.309 -1.834 5.924
F 0.434 -2.954 6.632
C 0.071 -1.899 4.560
F -0.046 -3.100 3.977
C -0.040 -0.752 3.763
S -0.457 -0.929 2.085
C 0.126 0.471 4.416
F 0.092 1.617 3.692
C 0.333 0.568 5.784
F 0.455 1.767 6.348
C -3.986 1.386 0.157
N -3.213 2.375 -0.541
C -3.549 3.005 -1.700
C -2.522 3.836 -2.026
N -1.568 3.700 -1.063
C -0.307 4.383 -0.957
C -1.997 2.800 -0.164
Se -1.077 2.312 1.393
H -4.881 1.162 -0.417
H -4.260 1.753 1.148
H -3.398 0.472 0.274
H -4.478 2.825 -2.201
H -2.418 4.515 -2.847
H -0.178 5.058 -1.800
H 0.517 3.659 -0.949
H -0.282 4.940 -0.016
*
```


[5]
Below is a structure of composition C29H20N5O4Pd, with properties calculated with ωB97M-V with the def2-TZVPD basis set.

Output
LUMO (eV): 1.03
HOMO (eV): -2.695
Max |F| (hartree/bohr): 0.0134
HOMO-LUMO gap (Eh): 0.13708

```
! wB97M-V def2-TZVPD RIJCOSX def2/J DEFGRID3
* xyz -1 1
Pd 0.075 0.415 -0.005
O 6.663 1.647 -1.145
C 6.168 1.550 -0.009
O 6.667 1.633 1.125
C 4.631 1.324 -0.008
C 3.943 1.208 1.196
C 2.575 1.012 1.170
N 1.942 0.948 -0.005
C 2.571 1.026 -1.181
C 3.939 1.222 -1.211
C 1.638 0.867 -2.332
C 1.991 1.072 -3.650
C 1.015 0.947 -4.630
C -0.283 0.636 -4.268
C -0.575 0.435 -2.928
N 0.369 0.535 -1.998
C 1.647 0.839 2.321
C 2.004 1.029 3.641
C 1.033 0.888 4.623
C -0.265 0.576 4.263
C -0.562 0.392 2.922
N 0.377 0.507 1.989
H 4.524 1.269 2.107
H 4.516 1.295 -2.123
H 3.010 1.333 -3.899
H 1.270 1.105 -5.670
H -1.069 0.550 -5.004
H -1.565 0.188 -2.562
H 3.023 1.291 3.888
H 1.293 1.033 5.664
H -1.047 0.477 5.001
H -1.552 0.144 2.557
O -0.358 -6.960 0.042
C -1.568 -6.316 0.044
O -2.564 -6.999 0.057
C -1.546 -4.851 0.031
C -2.768 -4.164 0.017
C -2.850 -2.795 0.004
C -1.673 -1.971 0.005
C -0.434 -2.689 0.020
C -0.385 -4.058 0.033
N -1.698 -0.639 -0.005
C -2.914 0.098 -0.031
C -2.925 1.467 -0.023
C -4.158 2.235 -0.033
C -4.124 3.588 -0.020
C -2.879 4.279 0.003
C -1.749 3.497 0.009
N -1.727 2.161 -0.004
H 0.347 -6.304 0.025
H -3.674 -4.757 0.017
H -3.827 -2.340 -0.006
H 0.493 -2.127 0.022
H 0.608 -4.502 0.047
H -3.856 -0.426 -0.053
H -5.101 1.700 -0.048
H -5.054 4.148 -0.026
H -2.815 5.358 0.012
H -0.770 3.975 0.024
*
```


[6]
Below is the molecule C7H12NOP in a non-equilibrium geometry, with properties calculated with ωB97M-V with the def2-TZVPD basis set.

Output
Energy relative to the best compared isomer or geometry (same formula, charge and spin) (kcal/mol): 38.3
LUMO (eV): 0.46
HOMO (eV): -9.092
Max |F| (hartree/bohr): 0.0733
SMILES: C=P[C@@H](CCC=O)/N=C/C
HOMO-LUMO gap (Eh): 0.35094

```
! wB97M-V def2-TZVPD RIJCOSX def2/J DEFGRID3
* xyz 0 1
C -1.010 3.200 -1.336
P -1.165 2.285 0.022
C -0.212 0.639 -0.021
C 0.980 0.714 0.957
C 1.965 -0.534 0.781
C 2.846 -0.365 -0.432
O 2.795 0.585 -1.223
N -1.072 -0.326 0.510
C -1.589 -1.224 -0.191
C -2.321 -2.331 0.531
H -1.625 4.050 -1.439
H -0.295 3.034 -2.079
H 0.161 0.161 -1.177
H 1.516 1.584 0.671
H 0.704 0.825 1.956
H 1.208 -1.345 0.485
H 2.534 -0.827 1.687
H 3.678 -1.085 -0.588
H -1.517 -1.456 -1.357
H -3.249 -2.486 -0.048
H -2.593 -1.898 1.585
H -1.737 -3.202 0.706
*
```